Entry from OMol25: the molecule C25H25ClN4O5 (wB97M-V/def2-TZVPD).

Last column: Mulliken charge in e.
Element x y z (Å)
O  -2.5649  3.6103  0.4528  -0.41
Cl  3.2599  3.5065  1.1141  -0.22
C  3.3413  -2.5046  0.2400  0.58
H  -2.3439  -0.8001  2.1374  0.45
C  -4.9503  0.0710  -1.3920  -0.21
C  3.8393  -3.7234  0.7018  -0.72
H  3.3712  -5.6668  1.4444  0.39
O  -5.1398  0.3843  -2.5425  -0.65
H  6.1196  0.0913  -0.4520  0.23
H  -4.2856  -2.3584  -0.7151  0.50
H  -2.9223  -2.1743  -1.8262  0.32
O  -2.4736  -3.4178  0.7773  -0.37
H  6.2791  2.1339  -1.6233  0.38
N  -3.3437  0.0725  0.5199  0.36
H  1.5909  -1.3728  -0.1791  0.55
C  1.5426  3.5107  0.8959  0.08
O  -2.7640  1.5012  2.1497  -0.68
C  -0.5726  4.5753  1.2016  -0.72
C  4.2074  2.3852  -2.2394  -1.04
C  3.9936  -0.2825  -0.6915  1.00
H  -4.3315  2.7849  0.0296  0.26
H  -6.8692  0.2171  -0.7293  0.25
H  1.2838  5.4077  1.8577  0.42
H  0.9164  -5.3115  1.3423  0.52
N  4.2465  -1.5110  -0.1301  -0.02
H  -5.7222  -0.2170  0.4957  0.21
C  2.9711  -4.7281  1.0914  -0.73
O  2.8715  0.0946  -0.9791  -0.71
C  -3.3478  -1.8282  -0.8869  -1.51
H  -1.1766  5.3928  1.5602  0.43
C  0.9318  2.4447  0.2624  -0.87
H  -3.0098  2.2115  -1.0079  0.48
C  -3.2798  2.4821  0.0198  -0.48
C  -1.2107  3.5041  0.5752  0.14
C  -2.4250  -2.0602  0.3153  1.61
H  1.5239  1.6241  -0.1134  0.75
H  3.3195  1.7689  -2.3284  0.21
C  1.6035  -4.5397  1.0370  -0.95
C  -3.5580  -0.3058  -0.8687  0.49
H  4.5328  2.7227  -3.2222  0.40
C  -0.9409  -1.7846  0.0438  -0.82
H  -3.9260  -1.5259  1.7826  0.29
H  -0.9005  1.6003  -0.3921  0.55
N  -1.2126  -3.9219  0.9073  -0.75
H  -0.5712  -0.9245  0.6026  0.40
H  -0.7265  -1.6354  -1.0163  0.53
N  -5.9259  -0.0162  -0.4674  -0.26
H  4.9077  -3.8803  0.7556  0.38
H  3.9557  3.2702  -1.6542  0.23
C  -0.4444  2.4428  0.1043  0.06
H  -2.8218  0.1715  -1.5278  0.33
C  -3.0923  1.3174  0.9982  0.43
C  0.7962  4.5810  1.3654  -0.43
C  1.9666  -2.3139  0.1800  -0.09
C  5.2223  0.5040  -0.8949  -0.70
C  -3.0267  -1.0871  1.3365  -1.33
C  1.0950  -3.3230  0.5808  0.24
C  -0.3319  -3.0789  0.5341  0.25
H  5.2160  -1.7483  0.0284  0.16
C  5.3068  1.6577  -1.5614  -0.20

Atoms 1-3, force components in eV/Å:
O -0.04 0.04 0.03
Cl 0.30 0.00 0.08
C -0.28 -0.34 0.11

Results
- Gap between HOMO and LUMO: 8.7 eV
- Electronic energy: -55051.0869 eV
- SMILES: C/C=C\C(=O)Nc1cccc(C2=NO[C@@]3(C2)C[C@@H](C(N)=O)N(C(=O)COc2ccc(Cl)cc2)C3)c1
- Highest occupied orbital energy: -0.308 hartree
- Lowest unoccupied orbital energy: 0.273 eV

=====

Entry from OMol25: the molecule C3H8O (wB97M-V/def2-TZVPD).

Last column: Mulliken charge in e.
Element x y z (Å)
H  1.4181  1.3976  -0.3307  0.38
H  0.2352  -1.2098  1.2727  0.32
C  0.4273  -1.2355  0.1987  -1.20
H  -0.3099  -0.0497  -1.4279  0.31
H  -0.1912  2.1385  -0.1334  0.31
H  -2.1842  -0.3530  -0.4720  0.33
C  0.4363  1.2747  0.0894  -1.33
C  -0.2740  0.0158  -0.3429  0.49
H  0.5572  1.2941  1.1774  0.32
H  -0.0363  -2.1133  -0.2454  0.31
H  1.5084  -1.2178  0.0530  0.33
O  -1.5869  0.0584  0.1611  -0.57

Atoms 1-3, force components in eV/Å:
H 0.36 -0.04 -0.41
H 0.06 -0.32 0.04
C -0.36 0.60 0.19

Results
- Gap between HOMO and LUMO: 11.2 eV
- Electronic energy: -5288.0410 eV
- SMILES: CC(C)O
- Highest occupied orbital energy: -0.376 hartree
- Lowest unoccupied orbital energy: 0.974 eV

=====

Entry from OMol25: a structure of composition C3H6LaLiO5 (wB97M-V/def2-TZVPD).

Last column: Löwdin spin population.
Element x y z (Å)
O  -0.6648  0.6867  -1.2634  0.02
La  1.8670  0.2543  -1.7511  0.93
H  -0.9006  2.3424  2.2298  0.00
H  -0.3344  -0.6979  2.2313  0.00
H  0.5871  0.0654  1.3718  0.01
H  -2.8279  -1.3653  -0.7770  0.00
H  -1.0336  1.3889  -0.3421  0.00
C  -1.1450  -0.5123  -0.7106  0.00
C  -0.1446  1.5782  2.5080  0.00
O  1.1053  2.0549  2.1547  0.02
H  -0.3862  1.3572  3.5679  0.00
Li  2.7251  1.9970  2.7442  0.01
C  -0.4195  0.2889  1.7546  0.01
O  -1.4529  0.3329  0.7971  0.00
O  -2.3727  -0.7066  -1.3122  0.00
O  -0.2971  -1.4669  -0.8247  0.01

Atoms 1-3, force components in eV/Å:
O 1.18 3.36 1.40
La -3.43 -0.95 1.35
H -0.02 -0.48 -0.04

Results
- Gap between HOMO and LUMO (alpha / beta): 5.4 / 5.7 eV
- Electronic energy: -14499.1861 eV
- Total charge: +1
- 2S+1: 2
- Highest occupied orbital energy (alpha / beta): -0.398 / -0.412 hartree
- Lowest unoccupied orbital energy (alpha / beta): -5.439 / -5.505 eV
- ⟨S²⟩: 0.75

=====

Entry from OMol25: the molecule C3H7N3 (wB97M-V/def2-TZVPD).

Last column: Mulliken charge in e.
Element x y z (Å)
H  -0.8178  -1.6195  -0.4564  0.40
C  -1.9977  0.0546  0.0421  -0.12
N  1.7240  -0.7988  0.0483  -0.42
H  -2.6999  -0.2846  -0.7859  0.20
C  -0.9745  -0.9029  0.2831  -0.74
H  -2.5589  0.6696  0.8592  0.25
C  0.3761  1.1321  0.1180  0.01
N  1.5608  0.6194  0.1093  -0.46
H  -0.6643  -1.5058  1.2135  0.28
H  0.0756  2.0902  0.4056  0.45
H  1.0693  -1.2142  -0.7493  0.20
H  2.5845  -1.1370  -0.3975  0.30
N  -0.6293  0.3649  -0.5501  -0.36

Atoms 1-3, force components in eV/Å:
H -0.85 -1.69 -1.17
C -2.43 1.29 -0.88
N -2.52 -0.71 -3.65

Results
- Gap between HOMO and LUMO: 9.8 eV
- Electronic energy: -7690.1801 eV
- SMILES: N/N=C\N1CC1
- Highest occupied orbital energy: -0.324 hartree
- Lowest unoccupied orbital energy: 1.013 eV

=====

Entry from OMol25: a structure of composition C23H31B2Cl2F4N8O8Ti (wB97M-V/def2-TZVPD).

Last column: Löwdin spin population.
Element x y z (Å)
C  -1.5521  -0.0189  2.1762  0.00
C  1.0841  -3.9155  -3.0454  0.12
H  3.1675  1.3960  6.0616  0.00
H  3.2443  3.8608  1.1000  0.00
H  -2.4741  -0.5932  3.9963  0.00
H  -1.9603  0.5500  -4.9676  0.00
H  4.2517  1.3212  1.6057  0.00
H  -2.7700  2.6121  -0.5628  0.00
H  -2.8021  2.0676  -5.4973  0.00
H  2.0519  3.6109  2.4860  0.00
C  1.1587  -6.2382  0.8296  0.01
H  0.8762  -7.2259  1.1465  0.00
C  -0.1195  -1.7533  -2.7860  0.01
C  0.2175  -4.8215  -0.6846  0.18
F  -1.8749  4.1451  2.2279  0.00
O  -0.2886  3.2681  0.7294  0.00
Ti  -0.2070  0.3004  -0.3313  0.00
H  1.8999  -5.6608  1.3362  0.01
N  -2.7738  3.4957  -2.5245  0.00
H  4.4750  0.3808  0.0114  0.00
H  -3.4156  0.5448  2.9164  0.00
C  1.2568  -5.5187  -1.3520  0.15
C  1.7281  -5.0572  -2.5623  0.01
N  -1.5234  1.4444  -1.9303  0.00
N  1.8415  0.0460  -0.1453  0.00
C  -0.3882  -3.7325  -1.2084  0.01
H  0.2982  2.2672  -2.8166  0.00
C  -2.6522  0.5990  -2.4952  0.00
C  -2.3668  1.5408  -4.6650  0.00
H  -1.2662  -3.2533  -0.7966  0.00
H  1.5363  4.2871  0.9934  0.00
H  -2.2401  4.1734  -4.4283  0.00
C  -1.7591  3.6673  -3.6051  0.00
Cl  3.5546  -0.7363  6.8668  0.00
C  1.7776  2.2907  0.7547  0.00
H  -1.2746  3.3346  -1.1054  0.00
O  0.7604  -2.3102  0.7152  0.00
C  2.2491  3.5837  1.4129  0.00
C  2.7207  0.8395  6.9290  0.00
C  2.4752  1.0926  0.4308  0.00
H  -0.3763  0.7573  -3.5127  0.00
C  3.9896  1.1680  0.5451  0.00
C  -2.1462  2.7285  -1.4548  0.00
O  -0.2740  -0.8770  -1.8399  0.00
N  -1.2248  2.4418  -4.2051  0.00
C  -2.4094  0.2700  3.3428  0.00
B  -1.1908  3.0158  1.8650  0.00
H  -0.5493  -1.1804  4.1574  0.00
H  -4.3010  3.0644  -4.0065  0.00
F  2.8290  -1.6562  1.9372  0.00
H  -2.2681  -0.3734  -2.8566  0.00
H  -1.9911  1.1471  3.7932  0.00
H  4.2306  2.1212  0.1044  0.00
O  1.6873  -6.5369  -0.5758  0.16
C  -0.6210  1.7176  -3.0540  0.00
C  -3.8203  2.6034  -3.1133  0.00
H  0.9589  -1.7467  3.3674  0.00
H  2.5362  -5.5601  -3.0819  0.00
C  0.2260  -3.1347  -2.2957  0.15
O  -2.1550  1.9993  1.3828  0.00
N  -3.3522  1.2963  -3.6037  0.00
H  1.6552  0.6042  6.9570  0.00
C  -0.1348  -1.7893  3.3493  0.00
O  -0.0121  -5.4710  0.5074  0.14
O  -0.3454  -1.5411  -3.9831  0.04
Cl  3.0426  1.9375  8.3192  0.00
H  1.2336  -3.6153  -4.0943  0.00
O  2.5548  -1.1060  -0.3552  0.00
H  -0.9348  4.2895  -3.2095  0.00
B  2.2469  -2.1167  0.7575  0.00
F  -0.4700  2.4921  3.0262  0.00
H  -0.4691  -2.8367  3.5272  0.00
N  -0.0669  -1.2475  0.9353  0.00
H  -3.3863  0.4385  -1.6788  0.00
C  -0.6531  -1.1343  2.1275  0.00
F  2.6897  -3.4112  0.4739  0.00
N  0.4966  2.1423  0.4142  0.00
H  -4.5937  2.4317  -2.3419  0.00
N  -1.5485  0.7833  1.1572  0.00

Atoms 1-3, force components in eV/Å:
C -1.90 1.71 0.20
C 2.14 -1.23 -1.73
H -1.20 -0.58 0.71

Results
- Gap between HOMO and LUMO (alpha / beta): 4.8 / 4.8 eV
- Electronic energy: -113024.7478 eV
- Total charge: +2
- 2S+1: 2
- Highest occupied orbital energy (alpha / beta): -0.516 / -0.516 hartree
- Lowest unoccupied orbital energy (alpha / beta): -9.212 / -9.266 eV
- ⟨S²⟩: 0.77

=====

Entry from OMol25: a structure of composition C11H9BF6I2KMgNO9P (wB97M-V/def2-TZVPD).

Last column: Mulliken charge in e.
Element x y z (Å)
C  2.7278  -2.9354  0.9028  0.18
H  -1.3137  -4.4549  -0.2630  0.49
N  -1.4398  -1.1223  0.5158  0.11
C  3.7059  4.3092  -3.2521  0.59
C  1.4798  -3.4770  0.5141  -0.66
O  -1.1188  3.4103  -0.7748  -0.63
C  -0.2520  3.3271  -1.6177  0.66
F  -3.1984  -0.7712  4.8244  -0.40
H  2.5084  -0.7455  1.1198  0.22
P  -3.2072  0.4249  3.7598  0.98
O  -0.8440  1.2834  -2.6968  -0.63
O  4.9031  4.3797  -3.1640  -0.57
C  2.8598  5.0517  -4.1944  0.56
H  -3.0056  -2.4665  0.6478  0.59
C  -0.0532  -1.2354  -0.0682  0.05
C  -0.1106  2.2424  -2.5991  0.62
H  -2.5074  -2.2130  -1.1830  0.70
O  3.2378  5.8410  -5.0186  -0.56
C  0.3612  -2.7493  -0.3590  0.84
I  4.1637  -4.1154  2.0691  0.11
Mg  -3.1933  -0.0244  -0.3431  1.21
F  -3.6108  -0.6862  2.6589  -0.34
C  -2.1415  -2.3290  -0.1072  -0.92
F  -4.1639  0.9242  4.9445  -0.29
O  0.7170  4.2114  -1.7897  -0.46
O  0.9386  2.4624  -3.3662  -0.45
I  1.1060  -5.5569  1.1557  0.08
C  -1.0105  -3.4645  0.2000  -1.46
K  -4.0970  -2.6491  4.9288  1.03
B  1.5466  3.7314  -2.9126  1.03
H  -1.3383  -1.2297  1.5385  0.16
O  1.5787  4.7164  -4.0014  -0.51
H  -1.0460  -3.4613  1.3513  0.48
O  0.5002  -0.1517  -0.2671  -0.43
H  4.2256  -1.2507  0.7879  0.39
H  0.3738  -3.1471  -1.4291  0.28
C  3.1428  -1.4604  0.4737  -0.90
O  2.9377  3.5241  -2.4881  -0.48
H  2.9250  -1.1978  -0.6092  0.27
F  -4.1945  1.2029  2.7477  -0.33
F  -2.4192  1.8080  3.9201  -0.29
F  -1.6740  0.0445  3.4437  -0.31

Atoms 1-3, force components in eV/Å:
C -2.19 -0.21 -1.45
H 0.79 1.25 0.75
N -0.65 -0.43 -2.20

Results
- Gap between HOMO and LUMO: 2.5 eV
- Electronic energy: -95708.0182 eV
- Total charge: +1
- Highest occupied orbital energy: -0.394 hartree
- Lowest unoccupied orbital energy: -8.222 eV